[1]
{"formula": "C27H46BrNOP2STi", "method": "ωB97M-V with the def2-TZVPD basis set", "elements": ["N", "C", "C", "C", "C", "C", "C", "Ti", "P", "C", "C", "C", "C", "C", "C", "C", "Br", "H", "H", "H", "H", "H", "H", "H", "H", "H", "H", "P", "C", "C", "H", "H", "H", "H", "H", "C", "C", "H", "H", "H", "H", "H", "C", "C", "H", "H", "H", "H", "H", "C", "C", "H", "H", "H", "H", "H", "C", "C", "H", "H", "H", "H", "H", "C", "C", "H", "H", "H", "H", "H", "C", "S", "C", "O", "H", "H", "H", "H", "H", "H"], "xyz": [[-5.8202, 3.9057, -3.2499], [-5.7177, 4.1782, -1.9367], [-4.9271, 3.4257, -1.0639], [-4.1598, 2.3373, -1.5625], [-4.4249, 1.9766, -2.9104], [-5.1965, 2.8269, -3.7137], [-3.0599, 1.7563, -0.7897], [-1.0517, 0.3722, 0.2187], [4.2710, -0.6552, 0.6070], [-1.9432, 1.1303, -1.4108], [-0.5525, 1.7340, -1.3162], [0.4735, 1.2743, -2.1872], [1.6889, 1.9428, -2.2625], [2.0193, 2.9728, -1.3504], [1.0756, 3.3549, -0.3993], [-0.2192, 2.7210, -0.3237], [3.7430, 3.5982, -1.2854], [-3.0258, 2.0712, 0.2746], [-2.1238, 0.4254, -2.2341], [-4.8083, 3.7776, -0.0341], [-3.9167, 1.1131, -3.3417], [-6.2745, 5.0541, -1.5979], [-5.2679, 2.6040, -4.7728], [0.1664, 0.5192, -2.9261], [-1.0213, 3.2244, 0.2392], [2.4192, 1.6507, -3.0204], [1.2985, 4.2153, 0.2649], [-1.0520, -1.9850, -0.1856], [4.9184, 1.0373, 0.8153], [6.4097, 1.1977, 0.4457], [4.7829, 1.3015, 1.8796], [4.3062, 1.7298, 0.2150], [6.7015, 2.2543, 0.5616], [7.0333, 0.5965, 1.1240], [6.6124, 0.8923, -0.5943], [3.5760, -0.8459, -1.0671], [4.5179, -1.7316, -1.9092], [3.4619, 0.1592, -1.4984], [2.5742, -1.2970, -0.9800], [4.1350, -1.8513, -2.9319], [5.5217, -1.2849, -1.9666], [4.6141, -2.7293, -1.4596], [3.1398, -0.9565, 1.9848], [3.8872, -1.6178, 3.1556], [2.3389, -1.6082, 1.5939], [2.7028, 0.0148, 2.2630], [3.1868, -2.1966, 3.7699], [4.6640, -2.3016, 2.7887], [4.3686, -0.8730, 3.8033], [-0.8164, -2.9137, 1.3812], [-1.4436, -4.3027, 1.3118], [-1.2378, -2.3091, 2.2016], [0.2673, -2.9649, 1.5752], [-2.5363, -4.2456, 1.3990], [-1.1921, -4.8207, 0.3783], [-1.0789, -4.9197, 2.1388], [0.0429, -2.8274, -1.4013], [-0.0924, -2.4329, -2.8720], [-0.1072, -3.9114, -1.2914], [1.0700, -2.6219, -1.0614], [-1.1301, -2.4416, -3.2196], [0.3391, -1.4482, -3.0678], [0.4642, -3.1521, -3.4840], [-2.7707, -2.2868, -0.7771], [-3.9395, -1.7535, 0.0629], [-2.8677, -3.3750, -0.9312], [-2.8035, -1.8601, -1.8089], [-4.8218, -1.7132, -0.5803], [-4.1721, -2.4184, 0.9094], [-3.8041, -0.7365, 0.4603], [-2.2264, 1.7624, 4.1992], [-0.7150, 1.4356, 3.2981], [-0.4167, -0.1979, 3.9962], [-1.4534, 1.0635, 1.9027], [-1.9337, 1.9936, 5.2302], [-2.8539, 0.8670, 4.1501], [-2.7246, 2.6216, 3.7364], [-1.3759, -0.7196, 4.0540], [0.2996, -0.7478, 3.3849], [-0.0145, -0.0346, 5.0020]], "forces_ev_per_a": [[0.035, 0.083, 0.441], [0.157, -0.532, -0.404], [0.435, 0.114, 0.016], [-0.785, -0.062, -0.392], [0.567, 0.530, 0.359], [0.343, -0.685, 0.661], [-1.113, 1.034, 0.168], [0.437, -0.610, 0.824], [2.715, -1.409, 0.163], [0.826, -0.131, -0.289], [0.355, 1.327, -0.811], [-0.775, 0.712, -0.284], [0.205, -0.263, 0.153], [-1.268, -1.417, 0.100], [-1.318, -0.053, 0.755], [1.030, 1.132, -1.925], [0.476, 0.859, -0.429], [0.180, 0.091, -0.748], [0.265, 0.704, -0.101], [-0.048, -0.234, -0.306], [-0.210, 0.290, -0.071], [0.207, -0.286, 0.033], [-0.219, 0.126, 0.031], [0.503, 0.419, 0.350], [0.546, -0.442, -0.091], [-0.231, 0.092, 0.253], [-0.167, -0.810, -0.394], [-0.196, -1.301, -0.537], [-0.310, 0.590, -0.060], [-0.196, 0.036, 0.082], [-0.008, -0.060, -0.342], [0.287, -0.202, 0.474], [-0.039, -0.361, -0.093], [-0.172, 0.143, -0.338], [-0.057, 0.085, 0.405], [-0.472, 0.382, -0.075], [-0.193, 0.079, -0.096], [-0.069, -0.298, -0.156], [0.169, 0.154, -0.173], [0.097, 0.056, 0.179], [-0.330, -0.182, 0.049], [0.027, 0.322, -0.083], [-0.852, 0.412, -0.170], [-0.199, -0.054, 0.162], [0.119, 0.082, 0.196], [-0.298, -0.195, 0.307], [0.158, 0.121, 0.037], [-0.261, 0.206, 0.060], [-0.085, -0.170, -0.231], [0.022, 0.118, 0.026], [-0.132, -0.273, 0.289], [-0.001, -0.298, -0.239], [-0.235, 0.014, -0.177], [0.279, -0.056, -0.088], [-0.064, 0.089, 0.246], [-0.094, 0.060, -0.145], [0.255, -0.212, 0.252], [-0.014, -0.005, -0.098], [-0.051, 0.265, 0.031], [-0.279, -0.151, -0.037], [0.155, -0.024, 0.028], [-0.088, -0.164, 0.042], [-0.139, 0.172, 0.115], [0.132, -0.370, -0.735], [-0.023, -0.196, 0.142], [-0.082, 0.306, 0.081], [0.043, -0.171, 0.738], [0.011, -0.016, 0.187], [0.137, 0.242, -0.269], [0.141, -0.159, -0.133], [0.197, 0.410, 0.465], [-1.768, -1.159, -1.158], [0.059, 0.209, 0.219], [0.825, 0.692, 2.701], [-0.234, 0.018, -0.117], [0.158, 0.236, -0.026], [0.217, -0.164, 0.144], [0.179, 0.083, -0.046], [0.099, 0.191, 0.040], [0.030, -0.111, -0.137]], "homo_lumo_gap_ha": [0.186, 0.194], "s2": 2.09, "total_charge": 2, "total_energy_ev": -154835.3843, "molar_mass_g_mol": 622.5, "spin_multiplicity": 3}

[2]
{"formula": "C43H37ClN6O4ReS", "method": "ωB97M-V with the def2-TZVPD basis set", "elements": ["Re", "C", "C", "C", "C", "C", "C", "C", "S", "O", "O", "N", "C", "C", "C", "C", "C", "C", "C", "C", "N", "C", "H", "H", "H", "H", "H", "H", "H", "H", "H", "H", "H", "H", "H", "Cl", "C", "C", "C", "C", "C", "C", "C", "O", "O", "H", "H", "H", "H", "C", "C", "C", "C", "N", "C", "N", "N", "N", "H", "H", "H", "H", "H", "H", "H", "H", "H", "H", "C", "C", "C", "C", "C", "C", "C", "C", "C", "C", "C", "C", "C", "C", "C", "H", "H", "H", "H", "H", "H", "H", "H", "H", "H"], "xyz": [[0.7438, -0.5599, -0.3195], [0.5107, 6.5748, 3.7183], [0.5563, 5.1109, 3.4759], [0.6346, 4.1810, 4.5564], [0.7021, 2.8341, 4.2865], [0.7165, 2.3598, 2.9849], [0.6096, 3.2348, 1.9724], [0.5401, 4.5742, 2.1926], [0.5473, 0.5728, 2.8105], [1.1122, -0.1032, 3.9845], [-0.8395, 0.3744, 2.6360], [1.3765, 0.2607, 1.4794], [2.7809, 0.4224, 1.5254], [3.5727, 0.5248, 2.6190], [5.0485, 0.5488, 2.4252], [5.5999, 0.6819, 1.2015], [4.7789, 0.7265, 0.0310], [5.2689, 0.9645, -1.2751], [4.3992, 0.9261, -2.3272], [2.9864, 0.5375, -2.1172], [2.5153, 0.3398, -0.8958], [3.3798, 0.5692, 0.1966], [0.1633, 6.7340, 4.7467], [-0.1339, 7.1080, 3.0131], [1.5425, 7.0054, 3.7094], [0.5297, 4.5653, 5.5537], [0.6150, 2.1431, 5.0962], [0.5111, 2.9163, 0.9376], [0.5508, 5.1892, 1.3275], [3.1907, 0.4218, 3.6046], [5.7176, 0.5636, 3.2909], [6.6765, 0.8252, 1.0478], [6.3444, 1.0689, -1.5118], [4.6741, 1.1123, -3.3499], [2.2585, 0.5162, -2.9284], [2.9527, -5.5748, 5.7795], [2.7086, -4.9220, 4.2024], [2.8662, -5.7403, 3.1242], [2.5072, -5.3431, 1.8756], [2.1775, -3.9932, 1.5955], [2.0434, -3.1324, 2.7261], [2.2985, -3.6190, 4.0137], [1.7818, -3.6526, 0.2272], [1.8193, -4.4836, -0.7077], [1.6351, -2.3692, 0.0164], [3.1869, -6.7779, 3.2463], [2.5091, -6.0460, 1.0385], [1.7737, -2.1021, 2.4907], [2.1670, -2.9821, 4.8634], [-1.9235, -4.2314, -4.7676], [-0.4542, -4.7967, -4.8276], [-0.1502, -5.5323, -3.5180], [0.5365, -3.6710, -4.9634], [0.3924, -2.5419, -4.0436], [0.7964, -2.4895, -2.7685], [0.5168, -1.3203, -2.3031], [-0.0898, -0.6422, -3.2703], [-0.2051, -1.3995, -4.3519], [-2.6132, -5.0700, -4.6168], [-2.0179, -3.7263, -5.7193], [-2.0776, -3.5326, -3.9059], [-0.3495, -5.3419, -5.7832], [-0.4851, -4.8978, -2.6119], [0.9122, -5.8123, -3.3427], [-0.7729, -6.4212, -3.4692], [0.3709, -3.1718, -5.9501], [1.5614, -4.0322, -4.9910], [1.2822, -3.2257, -2.1753], [-1.0358, 0.3406, -0.4168], [-2.1012, 0.9874, -0.5494], [-3.2554, 1.7322, -0.6435], [-4.1295, 1.8517, 0.6115], [-3.6039, 2.4332, 1.7536], [-4.4016, 2.4917, 2.8652], [-5.6438, 1.9047, 2.9188], [-6.1890, 1.2824, 1.8261], [-5.4207, 1.3281, 0.6145], [-3.6871, 2.3238, -1.9823], [-4.9270, 3.0172, -1.9553], [-5.3586, 3.5781, -3.1763], [-4.5531, 3.4877, -4.3197], [-3.2570, 2.8902, -4.3471], [-2.9161, 2.2444, -3.1335], [-2.5947, 2.7409, 1.8355], [-4.0489, 2.8450, 3.8194], [-6.2543, 1.9886, 3.7548], [-7.1683, 0.7266, 1.8573], [-5.7813, 0.8437, -0.2400], [-5.4522, 3.0979, -1.0450], [-6.3321, 4.1470, -3.3311], [-4.9575, 3.9855, -5.2402], [-2.7054, 2.8648, -5.2060], [-2.0637, 1.6367, -3.0818]], "forces_ev_per_a": [[-1.244, 0.680, -0.126], [0.651, 0.548, 0.754], [0.253, -1.345, 0.385], [-0.422, 1.194, -1.563], [-0.200, 0.130, 0.415], [0.106, -1.653, 1.945], [-0.189, -0.410, -2.315], [0.356, 1.014, 0.906], [0.649, 0.560, 2.269], [-0.042, 0.894, -1.190], [-1.400, -0.482, -0.869], [0.577, -0.487, -0.468], [-0.362, 0.507, -1.634], [3.211, -0.534, -0.448], [-1.803, 0.563, 0.801], [0.401, 0.338, -1.012], [-0.710, 0.255, 0.511], [0.248, -0.550, -0.700], [-2.689, -0.692, 0.179], [1.917, 1.243, 0.367], [1.752, 0.314, 0.764], [-0.195, -1.164, 0.136], [-0.157, 0.218, -0.267], [0.208, -0.065, 0.133], [-0.741, -0.215, -0.275], [0.153, -0.071, 0.395], [0.301, -0.456, 0.389], [0.197, -0.317, 0.100], [-0.275, 0.770, -0.503], [-0.262, 0.028, 0.516], [-0.490, -0.107, -0.165], [-0.413, -0.219, 0.244], [-0.677, 0.162, 0.546], [0.298, 0.024, -0.112], [0.376, -0.303, 0.081], [0.130, 0.111, 0.292], [-0.124, 0.565, 0.146], [0.184, -2.050, -0.101], [0.019, 1.229, -1.809], [-0.695, -1.441, 2.656], [0.487, -0.641, -1.505], [-0.212, 0.692, -0.513], [1.318, 0.242, -2.019], [-0.571, 1.068, 1.387], [-0.159, -0.123, 0.097], [-0.128, 0.335, 0.209], [0.128, 0.231, 0.312], [-0.023, -0.253, 0.647], [-0.089, 0.351, 0.284], [1.341, -0.392, 0.543], [-0.824, 0.773, 1.405], [-0.369, 0.146, 1.047], [-0.320, 1.569, -2.301], [0.357, -1.051, 1.078], [0.523, -0.928, -0.631], [-0.965, 0.896, 0.174], [-1.035, -0.110, -2.199], [0.680, 1.331, 1.522], [0.003, 0.290, -0.394], [-0.884, 0.250, -0.093], [0.268, -0.459, -0.822], [0.023, -0.375, 0.740], [0.610, -0.828, -1.442], [-0.666, 0.190, -0.280], [0.092, -0.274, 0.131], [0.185, -0.396, 0.558], [0.110, 0.109, 0.445], [0.379, -0.955, 0.120], [0.459, -0.310, 0.059], [-0.487, 0.711, 0.065], [0.027, -0.432, -0.685], [0.503, -0.111, -1.617], [-0.611, -0.437, 0.229], [0.139, -0.201, 1.129], [-0.452, -0.041, -1.196], [0.236, -0.504, -2.222], [-0.240, -0.112, 2.497], [-1.155, 0.148, 2.306], [1.190, 0.204, -2.623], [-0.513, 0.292, 0.015], [0.521, 0.676, -1.116], [-3.717, -0.179, 4.131], [-0.400, 0.760, -1.292], [0.861, 0.367, -0.278], [0.427, 0.479, -0.028], [-0.650, 0.023, 1.761], [1.150, 0.866, -0.049], [-0.498, -0.569, -1.213], [-0.650, 0.208, 0.625], [1.310, -0.940, 0.669], [0.551, -0.579, 0.858], [1.483, -0.176, -1.947], [1.367, -0.620, 0.052]], "homo_lumo_gap_ha": [0.218, 0.224], "s2": 3.86, "total_energy_ev": -87805.2921, "molar_mass_g_mol": 955.5, "spin_multiplicity": 4}

[3]
{"formula": "C8H13N3", "method": "ωB97M-V with the def2-TZVPD basis set", "elements": ["C", "C", "C", "C", "C", "C", "C", "C", "N", "N", "N", "H", "H", "H", "H", "H", "H", "H", "H", "H", "H", "H", "H", "H"], "xyz": [[0.3407, 1.4683, -0.6172], [1.6455, 1.7310, -0.4492], [0.7671, -0.5809, 0.4534], [0.3451, -1.6954, 1.0543], [-1.5819, 0.1374, -0.5323], [-2.4042, 1.3696, -0.9336], [-2.5335, -1.0658, -0.5832], [3.1099, -0.8625, 1.1541], [-0.2277, 0.2403, -0.3326], [2.5320, 0.8604, -0.1836], [2.1121, -0.3612, 0.2577], [-0.2470, 2.2791, -1.0717], [1.9567, 2.7067, -0.5919], [1.0329, -2.4958, 1.5468], [-0.6409, -1.6924, 1.4168], [-3.3906, 1.1240, -1.2784], [-1.9764, 2.0524, -1.7435], [-2.4262, 1.9043, -0.0166], [-3.5932, -0.8661, -0.2557], [-2.2544, -1.8600, 0.0874], [-2.7336, -1.4157, -1.5891], [3.9613, -0.2308, 1.0313], [2.9184, -0.8277, 2.1224], [3.2879, -1.9194, 1.0545]], "forces_ev_per_a": [[-2.914, 0.837, -0.481], [0.302, -0.869, -0.193], [-1.160, -1.827, -1.169], [1.280, -1.468, 1.914], [-1.320, -0.823, -0.665], [2.262, 0.243, -1.331], [-0.100, 0.053, 1.193], [0.835, -1.377, -3.024], [0.327, 1.317, 0.461], [2.448, 0.101, 0.778], [-0.866, 1.607, -0.881], [0.127, -0.922, 0.540], [0.853, 1.744, -0.637], [-1.141, 1.927, -1.063], [-1.261, -0.422, -0.054], [-0.344, -0.390, 0.177], [-0.384, -0.953, 1.040], [-0.416, 1.221, 0.786], [1.131, 0.689, 0.045], [0.413, -0.639, -0.260], [0.601, -0.309, -0.424], [0.725, -0.111, -0.533], [-1.888, 0.850, 4.641], [0.490, -0.479, -0.859]], "homo_lumo_gap_ha": [0.253, 0.273], "total_energy_ev": -12971.5276, "molar_mass_g_mol": 151.2}

[4]
{"formula": "C3H5N3S2", "method": "ωB97M-V with the def2-TZVPD basis set", "elements": ["C", "C", "C", "H", "H", "H", "H", "H", "N", "N", "N", "S", "S"], "xyz": [[-1.2377, 0.1740, 0.2908], [0.2555, 0.2978, 0.9594], [-0.5032, -1.0999, -1.5282], [-1.8844, 0.4100, -3.1065], [-2.8105, -0.1609, -1.6308], [-1.7915, 1.1240, 0.5454], [-1.5670, -0.7976, 0.8768], [-1.0803, -1.6188, -2.2289], [-2.1337, 0.5947, -1.8248], [-1.0282, 0.1002, -1.1239], [0.6236, -1.6844, -1.1972], [0.7102, 1.2566, 2.2483], [1.5282, -0.5229, 0.0163]], "forces_ev_per_a": [[2.523, 0.181, 3.363], [-0.152, 1.021, -0.528], [2.827, -0.958, 0.609], [-0.903, 0.803, 5.208], [-0.659, 0.652, -0.717], [0.454, -1.354, -0.150], [-0.305, 1.700, -1.575], [-0.900, -0.886, -1.345], [-0.259, -1.613, -4.980], [1.078, -0.299, 0.606], [-1.048, 3.237, 1.577], [-0.783, -1.321, -1.527], [-1.872, -1.163, -0.542]], "homo_lumo_gap_ha": 0.312, "total_energy_ev": -29328.5802, "molar_mass_g_mol": 147.2}

The records above yield energy above the lowest of the compared OMol25 structures with the same formula, charge and spin values of 212.38; 76.65; 545.57; 398.07 kJ/mol, respectively.